Arrangement a

# C10H9NO4

The molecule C10H9NO4 (the ωB97M-V functional and the def2-TZVPD basis, OMol25).

Output
net charge	0
Kohn-Sham gap	0.311	Eh
SMILES	On1cccc1Cc1occ2c1OCO2
highest occupied orbital energy	-7.869	eV

Positions of all 24 atoms, in Å:
O  1.53675  0.89192  -0.28819
N  0.51922  1.44397  -1.00664
C  0.57796  1.89441  -2.26680
C  -0.69907  2.32178  -2.61273
C  -1.48313  2.06332  -1.51874
C  -0.77632  1.48258  -0.48973
C  -1.06715  1.15631  0.86140
C  -0.35466  -0.05967  1.31160
O  0.19093  -0.05262  2.58204
C  0.80283  -1.25465  2.84380
C  0.56482  -2.04990  1.75913
C  -0.12386  -1.33631  0.80069
O  -0.48332  -2.15976  -0.22430
C  0.26576  -3.35433  0.12489
O  0.89518  -3.31459  1.39423
H  2.34597  0.77361  -0.88314
H  1.46812  2.19580  -2.83502
H  -0.83724  2.88711  -3.54093
H  -2.52728  2.28726  -1.66592
H  -0.66636  2.08538  1.40046
H  -2.15714  1.03043  1.04105
H  1.08919  -1.29719  3.86219
H  1.16488  -3.33245  -0.49474
H  -0.24608  -4.30241  -0.15459


Arrangement b

# C10H9NO4

The molecule C10H9NO4 (the ωB97M-V functional and the def2-TZVPD basis, OMol25).

Output
net charge	0
Kohn-Sham gap	0.285	Eh
SMILES	CCO/C=C1/N=C(c2ccco2)OC1=O
highest occupied orbital energy	-8.077	eV

Positions of all 24 atoms, in Å:
C  1.97445  3.39421  -2.87453
C  0.92129  3.55936  -1.73103
O  1.00227  2.65348  -0.60396
C  0.83625  1.35422  -0.92409
C  0.47599  0.39427  0.02850
N  -0.05152  -0.86540  -0.24302
C  -0.55385  -1.21745  0.93987
C  -1.13646  -2.48033  1.15663
C  -0.98491  -3.09294  2.37696
C  -1.86549  -4.29570  2.51479
C  -2.23234  -4.41193  1.23131
O  -1.84217  -3.34443  0.42703
O  -0.26973  -0.31212  1.94240
C  0.24931  0.78941  1.38084
O  0.57769  1.80811  1.95078
H  1.63869  4.18925  -3.59566
H  1.71921  2.37899  -3.34180
H  2.97650  3.44413  -2.64239
H  -0.01156  3.30309  -2.26314
H  1.09699  4.61623  -1.23365
H  0.90154  1.00258  -1.93763
H  -0.34292  -2.81821  3.21106
H  -2.14130  -4.87092  3.43883
H  -2.93789  -5.17790  0.79190


It comes down to arrangement b, which is 1.999 eV more stable than the next structure.